[1]
The following is a DFT calculation (ωB97M-V/def2-TZVPD) of C2H3FOTb as an isolated structure.

Values from the calculation:
lowest unoccupied orbital energy (spin up / spin down) = -0.6050 / -0.6536 Eh
total charge = +3
multiplicity = 7
energy relative to the best compared isomer or geometry (same formula, charge and spin) = 0.00 kcal per mole
gap between HOMO and LUMO (spin up / spin down) = 0.2788 / 0.2666 Eh
expectation value of S² = 12.5293

XYZ file:
```
8
Properties=species:S:1:pos:R:3:forces:R:3
H 0.140396 -1.260402 0.031667 0.85 1.05 0.29
O 0.463367 -0.302025 0.110286 -1.21 -2.04 -0.35
C -0.725412 0.466287 0.100222 0.67 -1.10 -0.81
C -0.731504 1.531984 -0.921028 -5.18 3.54 1.54
Tb 2.670829 0.203054 -0.020252 2.23 0.05 0.10
H -0.884551 0.913877 1.097311 -0.84 -0.16 -0.18
H -1.500715 -0.190601 -0.429001 -0.32 0.72 1.10
F -1.758858 2.301920 -0.726997 3.79 -2.06 -1.70
```
Positions in Å, forces in eV/Å.

Löwdin population analysis, charges in e, atoms 1 to 4: H 0.203; O -0.314; C -0.092; C 0.402


[2]
The following is a DFT calculation (ωB97M-V/def2-TZVPD) of C18H32BN3O5PbS as an isolated structure.

Values from the calculation:
lowest unoccupied orbital energy = -0.3658 Eh
total charge = +2
energy relative to the best compared isomer or geometry (same formula, charge and spin) = 28.26 kcal per mole
gap between HOMO and LUMO = 0.1336 Eh

XYZ file:
```
61
Properties=species:S:1:pos:R:3:forces:R:3
C 2.735533 2.400554 0.792325 -1.42 -0.60 0.34
N 2.877126 0.920598 0.990855 1.00 0.54 -0.35
C 4.237459 0.684738 1.576378 0.11 -0.61 0.15
B 2.910082 0.196963 -0.303414 0.73 -0.11 0.76
O 4.015043 0.353703 -1.118018 -1.46 0.30 -0.47
C 1.732088 -0.791132 -0.853156 0.51 1.42 -0.10
C 0.708724 0.172534 -1.503155 0.24 -0.20 0.90
C -0.123725 1.006023 -0.498678 -0.42 0.51 -1.42
C -0.526005 2.372286 -1.148173 -0.20 -0.17 0.92
C -2.008405 2.733780 -0.936137 -0.10 0.79 -0.83
C -2.954235 2.376062 -2.146090 1.03 -0.03 0.57
N -2.504869 1.276798 -2.993823 -0.66 -0.08 0.23
O 2.356850 -1.418446 -2.014299 -0.61 -1.17 0.41
S 3.024806 -2.797443 -1.571297 -0.05 -0.17 0.74
O 4.318352 -2.669524 -1.023141 0.45 0.70 0.07
O 2.790706 -3.767641 -2.561031 -0.54 -0.23 -0.52
O 2.058795 -3.035707 -0.296350 -0.05 -0.11 -0.30
C 1.174870 -1.928117 0.077102 1.46 -1.48 -1.24
C 1.501792 -1.831600 1.565831 -0.89 0.29 0.73
N 0.756963 -0.755084 2.252331 -0.41 -0.98 -0.03
C -0.217740 -2.512223 -0.316056 -0.69 0.44 0.56
C -1.236801 -2.755348 0.838591 -0.57 0.03 -0.07
C -2.173941 -1.585311 1.087559 0.64 -0.84 -0.13
C -3.076269 -1.261403 0.078779 -0.27 1.10 -1.39
C -4.013084 -0.163653 0.222535 1.44 -0.35 -1.12
C -3.954013 0.546105 1.401710 -1.09 1.33 0.53
C -3.085644 0.208512 2.443263 0.41 -0.29 0.24
C -2.203700 -0.844045 2.286271 0.16 -0.58 0.36
H 3.569218 2.970151 1.202698 0.09 -0.14 -0.34
H 1.838676 2.721695 1.344728 0.20 0.19 -0.15
H 2.535957 2.625441 -0.265521 0.32 0.35 0.17
H 4.237541 0.805322 2.664815 -0.14 0.19 -0.17
H 4.998182 1.331374 1.125888 -0.12 -0.02 0.14
H 4.580397 -0.340540 1.376922 -0.18 0.12 0.07
H 4.051075 1.284743 -1.383814 0.79 -0.08 0.16
H 1.278257 0.859513 -2.139817 -0.08 -0.20 -0.01
H 0.063832 -0.424655 -2.159465 0.09 0.27 -0.07
H -1.080853 0.490183 -0.319149 0.33 -0.11 0.40
H 0.402395 1.224734 0.432393 -0.08 -0.29 -0.08
H 0.073015 3.156388 -0.672203 0.02 -0.12 -0.20
H -0.270818 2.373201 -2.209559 -0.12 0.05 0.09
H -2.049203 3.828054 -0.856858 -0.17 -0.20 0.24
H -2.415612 2.352962 0.012660 0.31 -0.11 -0.10
H -2.998173 3.263305 -2.781058 -0.33 -0.17 0.06
H -3.950425 2.175627 -1.730700 -0.02 0.07 -0.37
H -2.203702 0.472295 -2.458937 0.21 0.06 -0.13
H -1.776342 1.564111 -3.632203 -0.01 -0.16 0.03
H 1.214628 -2.782201 2.036266 0.20 -0.01 -0.29
H 2.580767 -1.764929 1.726456 -0.13 0.26 -0.33
H 0.191730 -0.295164 1.554185 0.43 0.63 0.19
H 1.397140 -0.102992 2.685554 -0.11 0.26 -0.36
H -0.738419 -1.917192 -1.078512 0.29 0.05 0.11
H -0.052066 -3.483929 -0.784671 0.21 0.16 0.14
H -0.803405 -3.103147 1.777677 0.17 0.18 -0.16
H -1.898319 -3.566930 0.496233 0.27 0.01 0.03
H -3.088128 -1.857828 -0.839245 0.21 0.28 -0.03
H -4.715946 0.077787 -0.576115 0.30 0.23 -0.02
H -4.613613 1.403918 1.528333 0.05 -0.15 0.00
H -3.033645 0.754278 3.380859 -0.34 0.16 -0.20
H -1.499112 -1.118924 3.070507 -0.08 0.11 -0.11
Pb -4.945787 -2.108628 1.140942 -1.36 -1.30 1.79
```
Positions in Å, forces in eV/Å.

natural (NBO) population analysis, charges in e, atoms 1 to 4: C -0.417; N -0.848; C -0.421; B 1.290


[3]
The following is a DFT calculation (ωB97M-V/def2-TZVPD) of C9H12F6KN3O21S6 as an isolated structure.

Values from the calculation:
lowest unoccupied orbital energy = 0.1378 Eh
total charge = -2
gap between HOMO and LUMO = 0.3391 Eh

XYZ file:
```
58
Properties=species:S:1:pos:R:3:forces:R:3
K -2.515585 2.273491 -0.338795 0.47 0.22 -0.40
N -0.620585 0.319971 0.068395 3.96 5.36 1.64
S -0.364515 -1.007239 -0.508655 -3.99 -7.51 -2.02
O 0.000835 -2.037519 0.433875 1.10 0.15 -0.71
O -0.086505 -1.119749 -1.894815 2.98 -0.07 -1.03
F -1.874695 -1.290919 -0.715295 -3.20 -0.93 0.75
S 1.010495 0.793451 0.055915 0.83 4.01 3.25
O 1.604325 1.106751 -1.187425 -0.27 -0.67 -0.93
O 1.847445 0.231731 1.080865 -0.95 -0.59 -0.78
F 0.727165 2.246211 0.661445 -0.34 -0.33 -0.20
N 0.068585 2.657891 -4.504205 -4.33 0.58 -0.95
S 0.268655 3.661191 -3.364865 5.67 3.13 3.21
O -0.343425 3.417911 -2.087435 -0.35 -0.35 -0.22
O 0.408315 5.066761 -3.710455 -0.45 -1.35 0.06
F 1.861965 3.236651 -3.133835 -1.23 0.28 0.03
S -1.604715 3.083581 -4.685695 -0.81 -4.76 -1.50
O -1.936135 4.343411 -5.209095 -0.02 1.63 0.23
O -2.488745 2.440861 -3.714665 1.28 1.04 -1.06
F -1.772265 2.186861 -6.009565 0.01 -0.22 0.49
N -3.127405 3.009971 2.249135 -4.39 -1.87 0.12
S -2.491185 4.329141 2.550325 9.00 5.58 -0.54
O -1.925585 4.477051 3.881585 -1.75 0.52 -1.20
O -2.892635 5.473321 1.731675 -0.25 -1.36 1.79
F -1.084425 3.959851 1.780145 -0.54 -0.15 -0.25
S -4.568495 3.419221 2.909265 -4.14 -2.33 1.19
O -5.438625 4.324851 2.198615 1.29 -0.42 0.31
O -4.510085 3.486731 4.345945 0.02 0.31 -1.11
F -5.325115 2.040231 2.651445 0.50 -0.22 -0.20
C -2.012005 -4.554469 1.864575 -0.23 0.41 -2.03
C -1.633235 -5.254339 3.159375 0.56 0.38 1.00
O -1.843405 -4.242999 4.124515 -0.14 2.78 0.17
C -2.085715 -2.989949 3.506795 -0.99 1.12 1.58
O -2.216235 -1.925609 4.100135 0.63 -3.14 -1.45
O -2.308215 -3.187329 2.195205 0.31 -0.20 1.26
H -2.845155 -4.900359 1.252755 -0.32 -0.45 0.64
H -1.225415 -4.462479 1.115635 0.47 -0.36 0.47
H -0.572375 -5.494739 3.229325 0.11 -0.15 -0.53
H -2.160225 -6.093459 3.613525 -0.46 -0.29 -1.09
C 4.180185 2.649341 -0.631215 -2.35 0.78 0.20
C 5.176395 3.741111 -0.413355 1.70 0.64 -0.75
O 6.172375 3.190921 0.426755 -0.58 -2.31 1.87
C 5.655205 1.974831 0.910055 2.80 -1.38 0.32
O 6.247025 1.273891 1.729295 -1.83 1.97 -1.80
O 4.599855 1.617781 0.164325 2.13 -2.08 2.39
H 4.067305 2.255971 -1.641475 -0.25 0.52 0.05
H 3.249065 2.884091 -0.115475 -0.59 0.58 -1.24
H 4.866265 4.624901 0.144175 -0.56 0.21 -0.90
H 5.738695 3.874341 -1.337565 -0.47 1.11 -0.15
C 1.351945 -4.999519 -0.679965 3.48 1.79 -1.77
C 0.807425 -4.544769 -2.023405 1.41 2.55 0.50
O -0.479815 -5.128789 -2.103105 1.30 1.44 -2.21
C -0.599225 -5.967339 -1.148965 -2.65 -3.02 1.79
O -1.544095 -6.761829 -1.134945 2.62 1.46 1.19
O 0.417185 -5.797359 -0.201505 -4.62 -3.32 1.18
H 1.616955 -4.141009 -0.062845 -0.44 -0.09 0.36
H 2.263185 -5.576889 -0.836175 0.31 -0.08 0.09
H 1.539905 -4.735469 -2.807755 -0.79 -0.63 -0.51
H 0.749105 -3.460129 -1.932545 -0.66 0.04 -0.58
```
Positions in Å, forces in eV/Å.

natural (NBO) population analysis, charges in e, atoms 1 to 4: K 0.968; N -1.140; S 2.462; O -0.946


[4]
The following is a DFT calculation (ωB97M-V/def2-TZVPD) of a 2-piece molecular cluster, CHBr2N overall.

Values from the calculation:
lowest unoccupied orbital energy = 0.0078 Eh
energy relative to the best compared isomer or geometry (same formula, charge and spin) = 11.89 kcal per mole
gap between HOMO and LUMO = 0.4099 Eh
structure (SMILES) = N#CBr.Br

XYZ file:
```
5
Properties=species:S:1:pos:R:3:forces:R:3
N 0.939560 -1.164197 0.693050 -0.46 -1.25 0.58
C 1.620165 -0.365290 0.248026 -0.55 0.06 0.07
Br 2.287353 1.080620 -0.455580 0.95 1.22 -0.67
Br -2.852383 0.636010 -0.641053 0.20 -0.17 0.17
H -1.994695 -0.187144 0.155556 -0.14 0.14 -0.16
```
Positions in Å, forces in eV/Å.

natural (NBO) population analysis, charges in e, atoms 1 to 4: N -0.307; C 0.062; Br 0.245; Br -0.215